This record from the OMol25 dataset describes a molecular structure, C17H19MnN4O in a non-equilibrium geometry. The level of theory is ωB97M-V/def2-TZVPD.

```
! wB97M-V def2-TZVPD RIJCOSX def2/J DEFGRID3
* xyz 1 6
Mn 9.528 9.330 10.180
O 7.697 9.620 10.938
H 7.258 9.192 11.646
N 11.395 10.383 10.636
C 11.556 11.691 10.874
C 12.744 12.195 11.383
C 13.763 11.311 11.677
C 13.610 9.985 11.380
C 12.421 9.553 10.845
H 10.729 12.409 10.670
H 12.807 13.238 11.415
H 14.670 11.718 12.121
H 14.414 9.276 11.541
H 12.236 8.511 10.716
N 9.929 7.443 8.928
C 10.588 7.403 7.727
C 10.468 6.387 6.866
C 9.703 5.277 7.127
C 8.969 5.327 8.290
C 9.085 6.392 9.128
H 11.257 8.269 7.550
H 11.139 6.387 5.996
H 9.668 4.431 6.465
H 8.404 4.397 8.522
H 8.459 6.477 10.021
N 9.562 10.462 8.386
C 8.364 10.670 7.874
C 8.140 11.204 6.609
C 9.280 11.482 5.846
C 10.574 11.208 6.297
C 10.649 10.728 7.605
H 7.517 10.521 8.587
H 7.091 11.250 6.255
H 9.221 11.888 4.874
H 11.472 11.320 5.688
H 11.648 10.599 7.947
C 8.853 5.167 13.184
C 9.439 6.367 12.531
N 9.847 7.350 12.170
H 8.544 4.534 12.407
H 7.900 5.471 13.687
H 9.623 4.771 13.807
*
```

The expectation value of S² is 8.755. For the largest force on an atom, the calculation gives 3.89 eV/Å. Its HOMO-LUMO gap (spin up / spin down) is 0.3201 / 0.3313 Eh. For the electronic energy, the calculation gives -2104.28594 a.u. The HOMO energy (spin up / spin down) comes out at -11.3 / -11.7 eV.

natural (NBO) atomic charges, in units of e: number 1, Mn, carries 1.588; number 2, O, carries -1.267; number 3, H, carries 0.464; number 4, N, carries -0.574; number 5, C, carries 0.055; number 6, C, carries -0.231; number 7, C, carries -0.135; number 8, C, carries -0.229; number 9, C, carries 0.040; number 10, H, carries 0.222; number 11, H, carries 0.235; number 12, H, carries 0.238; number 13, H, carries 0.238; number 14, H, carries 0.210; number 15, N, carries -0.550; number 16, C, carries 0.042; number 17, C, carries -0.249; number 18, C, carries -0.120; number 19, C, carries -0.244; number 20, C, carries 0.045; number 21, H, carries 0.208; number 22, H, carries 0.235; number 23, H, carries 0.238; number 24, H, carries 0.239; number 25, H, carries 0.213; number 26, N, carries -0.585; number 27, C, carries 0.053; number 28, C, carries -0.243; number 29, C, carries -0.128; number 30, C, carries -0.237; number 31, C, carries 0.032; number 32, H, carries 0.248; number 33, H, carries 0.251; number 34, H, carries 0.227; number 35, H, carries 0.241; number 36, H, carries 0.205; number 37, C, carries -0.707; number 38, C, carries 0.366; number 39, N, carries -0.422; number 40, H, carries 0.250; number 41, H, carries 0.272; number 42, H, carries 0.266

This record from the OMol25 dataset describes a single C2H6IN3S molecule in a non-equilibrium geometry. The level of theory is ωB97M-V/def2-TZVPD.

```
! wB97M-V def2-TZVPD RIJCOSX def2/J DEFGRID3
* xyz 0 1
C -2.458 -0.195 -0.225
C 0.158 0.466 0.620
N 1.582 -1.278 0.324
N 0.406 -0.721 0.284
N 2.216 1.364 -0.935
S -1.438 1.097 0.487
I 3.248 -0.052 -0.194
H -3.549 -0.117 0.064
H -2.253 -1.236 0.033
H -2.317 -0.270 -1.276
H 0.962 1.101 1.104
H 1.425 -2.185 -0.072
H 2.019 2.026 -0.213
*
```

For the largest force on an atom, the calculation gives 2.33 eV/Å. Its HOMO-LUMO gap is 0.2653 Eh. For the electronic energy, the calculation gives -939.74470 a.u. The energy above the lowest of the compared OMol25 structures with the same formula, charge and spin is 540.3 kJ/mol. The HOMO energy comes out at -7.7 eV.

natural (NBO) atomic charges, in units of e: number 1, C, carries -0.777; number 2, C, carries -0.140; number 3, N, carries -0.640; number 4, N, carries -0.302; number 5, N, carries -1.053; number 6, S, carries 0.279; number 7, I, carries 1.039; number 8, H, carries 0.243; number 9, H, carries 0.241; number 10, H, carries 0.224; number 11, H, carries 0.180; number 12, H, carries 0.381; number 13, H, carries 0.326

This record from the OMol25 dataset describes a single C13H11BrO molecule in a non-equilibrium geometry. The level of theory is ωB97M-V/def2-TZVPD.

```
! wB97M-V def2-TZVPD RIJCOSX def2/J DEFGRID3
* xyz 0 1
O -1.724 2.682 0.003
C -1.574 1.377 0.493
C -0.269 1.351 1.376
Br -0.710 2.641 2.793
C 0.986 0.899 1.530
C 1.936 -0.063 0.827
C 1.544 -1.459 1.148
C 0.306 -1.996 1.022
C -1.142 -1.734 0.759
C -2.046 -0.980 0.086
C -1.803 0.309 -0.613
C -0.828 0.324 -1.562
C 0.233 1.349 -1.740
C 1.487 1.312 -1.261
C 2.100 0.202 -0.496
H -1.043 2.849 -0.656
H -2.393 1.259 1.215
H 1.484 1.284 2.416
H 2.336 -2.147 1.418
H 0.352 -3.055 1.275
H -1.666 -2.540 1.272
H -3.082 -1.274 0.205
H -0.781 -0.492 -2.276
H -0.017 2.185 -2.390
H 2.150 2.124 -1.545
H 2.700 -0.471 -1.102
*
```

For the largest force on an atom, the calculation gives 5.20 eV/Å. Its HOMO-LUMO gap is 0.3312 Eh. For the electronic energy, the calculation gives -3150.97753 a.u. The energy above the lowest of the compared OMol25 structures with the same formula, charge and spin is 546.7 kJ/mol. As for the structure (SMILES): O[C@@H]1\C(Br)=C/C2=C/C=C\C=C1/C=C/C=C\2. The HOMO energy comes out at -8.8 eV.

natural (NBO) atomic charges, in units of e: number 1, O, carries -0.696; number 2, C, carries 0.015; number 3, C, carries -0.014; number 4, Br, carries -0.002; number 5, C, carries -0.266; number 6, C, carries -0.093; number 7, C, carries -0.163; number 8, C, carries -0.235; number 9, C, carries -0.210; number 10, C, carries -0.184; number 11, C, carries -0.066; number 12, C, carries -0.144; number 13, C, carries -0.256; number 14, C, carries -0.198; number 15, C, carries -0.119; number 16, H, carries 0.470; number 17, H, carries 0.213; number 18, H, carries 0.231; number 19, H, carries 0.215; number 20, H, carries 0.210; number 21, H, carries 0.207; number 22, H, carries 0.211; number 23, H, carries 0.216; number 24, H, carries 0.223; number 25, H, carries 0.223; number 26, H, carries 0.211

This record from the OMol25 dataset describes a single C4H7NO2 molecule in a non-equilibrium geometry. The level of theory is ωB97M-V/def2-TZVPD.

```
! wB97M-V def2-TZVPD RIJCOSX def2/J DEFGRID3
* xyz 0 1
O -2.392 0.754 -1.197
C -1.329 0.900 -0.657
C -0.245 -0.055 -0.161
C 1.138 0.090 -0.812
O 2.197 -0.174 0.070
C -0.455 -1.287 0.538
N -0.114 0.363 1.213
H -0.963 1.779 -0.027
H 1.187 1.113 -1.208
H 1.224 -0.619 -1.640
H 1.978 0.284 0.899
H 0.193 -2.158 0.321
H -1.385 -1.537 1.026
H -1.035 0.548 1.638
*
```

For the largest force on an atom, the calculation gives 3.14 eV/Å. Its HOMO-LUMO gap is 0.3906 Eh. For the electronic energy, the calculation gives -361.72325 a.u. The energy above the lowest of the compared OMol25 structures with the same formula, charge and spin is 413.8 kJ/mol. As for the structure (SMILES): O=C[C@]1(CO)CN1. The HOMO energy comes out at -10.1 eV.

natural (NBO) atomic charges, in units of e: number 1, O, carries -0.487; number 2, C, carries 0.447; number 3, C, carries -0.142; number 4, C, carries -0.046; number 5, O, carries -0.710; number 6, C, carries -0.193; number 7, N, carries -0.617; number 8, H, carries 0.100; number 9, H, carries 0.166; number 10, H, carries 0.190; number 11, H, carries 0.492; number 12, H, carries 0.230; number 13, H, carries 0.213; number 14, H, carries 0.357

This record from the OMol25 dataset describes 2 unconnected molecules or ions with the total composition C4H11NO2 in a non-equilibrium geometry. The level of theory is ωB97M-V/def2-TZVPD.

```
! wB97M-V def2-TZVPD RIJCOSX def2/J DEFGRID3
* xyz 0 1
C 2.889 -0.796 -0.109
N 2.137 0.450 0.290
C 0.793 0.279 0.053
C -0.055 1.555 -0.033
O 0.297 -0.907 0.141
H 2.469 -1.534 -0.874
H 3.786 -0.467 -0.687
H 3.198 -1.435 0.733
H 2.674 1.295 -0.018
H 0.604 2.264 -0.665
H -0.368 1.825 0.913
H -0.885 1.476 -0.688
C -3.305 -0.328 0.342
O -2.329 -0.250 -0.633
H -4.223 -0.183 -0.235
H -3.313 -1.292 0.891
H -3.129 0.402 1.218
H -1.441 -0.515 -0.209
*
```

For the largest force on an atom, the calculation gives 4.82 eV/Å. Its HOMO-LUMO gap is 0.3704 Eh. For the electronic energy, the calculation gives -364.19609 a.u. The energy above the lowest of the compared OMol25 structures with the same formula, charge and spin is 189.3 kJ/mol. As for the structure (SMILES): CNC(C)=O.CO. The HOMO energy comes out at -9.4 eV.

natural (NBO) atomic charges, in units of e: number 1, C, carries -0.437; number 2, N, carries -0.613; number 3, C, carries 0.687; number 4, C, carries -0.716; number 5, O, carries -0.651; number 6, H, carries 0.230; number 7, H, carries 0.193; number 8, H, carries 0.211; number 9, H, carries 0.404; number 10, H, carries 0.209; number 11, H, carries 0.242; number 12, H, carries 0.270; number 13, C, carries -0.240; number 14, O, carries -0.762; number 15, H, carries 0.183; number 16, H, carries 0.155; number 17, H, carries 0.137; number 18, H, carries 0.497

This record from the OMol25 dataset describes a single C19H23NO3 molecule. The level of theory is ωB97M-V/def2-TZVPD.

```
! wB97M-V def2-TZVPD RIJCOSX def2/J DEFGRID3
* xyz 0 1
C 2.012 3.999 2.609
O 1.252 3.040 1.915
C 1.426 1.721 2.211
C 2.296 1.243 3.185
C 2.408 -0.128 3.398
O 3.231 -0.695 4.320
C 4.052 0.135 5.105
C 1.646 -1.013 2.640
C 0.765 -0.533 1.685
C -0.017 -1.527 0.886
O 0.428 -2.615 0.577
N -1.262 -1.118 0.551
C -2.163 -1.897 -0.269
C -3.464 -2.161 0.486
C -2.427 -1.174 -1.595
C -1.146 -0.999 -2.420
C -1.439 -0.242 -3.682
C -1.854 -0.909 -4.828
C -2.164 -0.210 -5.980
C -2.067 1.171 -6.002
C -1.656 1.846 -4.866
C -1.346 1.144 -3.715
C 0.656 0.833 1.464
H 1.716 4.962 2.196
H 1.795 3.986 3.682
H 3.085 3.854 2.450
H 2.887 1.931 3.765
H 3.461 0.815 5.728
H 4.619 -0.536 5.747
H 4.747 0.715 4.488
H 1.747 -2.074 2.798
H -1.589 -0.219 0.868
H -1.645 -2.842 -0.461
H -4.117 -2.800 -0.101
H -3.254 -2.654 1.432
H -3.984 -1.226 0.687
H -3.153 -1.747 -2.175
H -2.864 -0.193 -1.391
H -0.405 -0.461 -1.825
H -0.737 -1.983 -2.655
H -1.928 -1.988 -4.816
H -2.481 -0.743 -6.865
H -2.308 1.718 -6.901
H -1.575 2.924 -4.877
H -1.021 1.676 -2.832
H 0.015 1.244 0.700
*
```

For the largest force on an atom, the calculation gives 0.56 eV/Å. Its HOMO-LUMO gap is 0.3310 Eh. For the electronic energy, the calculation gives -1018.29053 a.u. The energy above the lowest of the compared OMol25 structures with the same formula, charge and spin is 91.7 kJ/mol. As for the structure (SMILES): COc1cc(OC)cc(C(=O)N[C@@H](C)CCc2ccccc2)c1. The HOMO energy comes out at -8.4 eV.

natural (NBO) atomic charges, in units of e: number 1, C, carries -0.254; number 2, O, carries -0.509; number 3, C, carries 0.413; number 4, C, carries -0.414; number 5, C, carries 0.329; number 6, O, carries -0.485; number 7, C, carries -0.253; number 8, C, carries -0.247; number 9, C, carries -0.100; number 10, C, carries 0.670; number 11, O, carries -0.620; number 12, N, carries -0.615; number 13, C, carries -0.061; number 14, C, carries -0.605; number 15, C, carries -0.383; number 16, C, carries -0.422; number 17, C, carries -0.029; number 18, C, carries -0.210; number 19, C, carries -0.204; number 20, C, carries -0.224; number 21, C, carries -0.223; number 22, C, carries -0.163; number 23, C, carries -0.311; number 24, H, carries 0.203; number 25, H, carries 0.175; number 26, H, carries 0.176; number 27, H, carries 0.224; number 28, H, carries 0.174; number 29, H, carries 0.204; number 30, H, carries 0.176; number 31, H, carries 0.243; number 32, H, carries 0.396; number 33, H, carries 0.233; number 34, H, carries 0.213; number 35, H, carries 0.218; number 36, H, carries 0.198; number 37, H, carries 0.210; number 38, H, carries 0.195; number 39, H, carries 0.213; number 40, H, carries 0.217; number 41, H, carries 0.207; number 42, H, carries 0.211; number 43, H, carries 0.212; number 44, H, carries 0.210; number 45, H, carries 0.197; number 46, H, carries 0.216